Entry 1:
Here is a molecular structure, C51H54AsBrN8O2PbSSi2 in a non-equilibrium geometry from the OMol25 dataset. Energies are from ωB97M-V/def2-TZVPD.

Calculated values
highest occupied orbital energy: -0.912 eV
HOMO-LUMO gap: 4.7 eV
energy above the lowest of the compared OMol25 structures with the same formula, charge and spin: 1.255 eV

```
! wB97M-V def2-TZVPD RIJCOSX def2/J DEFGRID3
* xyz -2 1
Pb 0.71497 0.45379 0.38952
C 3.78102 -0.90319 3.79346
C 5.02029 -1.08386 3.21038
C 5.16185 -0.90071 1.84583
C 4.05143 -0.51195 1.10468
N 2.86691 -0.32392 1.68018
C 2.71579 -0.53793 2.98526
C 4.11377 -0.29724 -0.37799
C 5.23076 -0.63322 -1.13643
C 5.19586 -0.42525 -2.50725
C 4.06085 0.11301 -3.08601
C 2.99213 0.42642 -2.26036
N 3.02771 0.22240 -0.94591
H 3.62458 -1.06009 4.85274
H 5.87400 -1.38054 3.80699
H 6.12529 -1.04532 1.37909
H 1.69866 -0.43159 3.35477
H 6.10427 -1.07295 -0.67780
H 6.04806 -0.69890 -3.11694
H 3.98308 0.26895 -4.15417
H 2.05760 0.83239 -2.64429
C -2.05648 2.80822 4.56380
Si -1.57353 3.28752 2.81010
C -2.89316 4.39494 2.06090
C -0.03411 4.38941 2.92034
C -0.26172 5.44383 3.82308
C 0.63004 6.48626 4.00113
C 1.79187 6.50679 3.24263
C 2.03850 5.47236 2.35649
C 1.16544 4.38540 2.18114
Si 1.80332 3.05791 0.93024
C 3.65513 2.90312 1.39925
C 1.87366 4.01331 -0.71803
H -3.11489 3.00204 4.75545
H -1.46774 3.33225 5.31909
H -1.88611 1.73508 4.68071
H -2.84252 5.39694 2.49573
H -3.89755 3.99789 2.22345
H -2.73480 4.48721 0.98253
H -1.17876 5.45137 4.40804
H 0.41769 7.27537 4.71413
H 2.50142 7.32191 3.33963
H 2.95134 5.51328 1.77205
H 4.17445 3.86686 1.44094
H 4.16555 2.29798 0.64430
H 3.78803 2.40903 2.36684
H 2.12755 5.06820 -0.56145
H 0.92973 3.95784 -1.26662
H 2.64171 3.57244 -1.36354
S -0.80193 1.61907 -2.07964
C -1.30190 0.66687 -3.45378
C -2.09093 1.24037 -4.47103
C -2.52780 0.50146 -5.55360
C -2.19471 -0.84988 -5.67358
C -1.40179 -1.42369 -4.69159
C -0.95217 -0.67997 -3.60299
As 0.25167 -1.43817 -2.26533
C 1.79316 -1.81289 -3.43007
C 2.07457 -1.06578 -4.57294
C 3.26127 -1.25879 -5.27260
C 4.18141 -2.20630 -4.84465
C 3.91003 -2.95409 -3.70455
C 2.73149 -2.75270 -2.99847
C -0.50038 -3.23415 -2.10650
C -1.40091 -3.41079 -1.05481
C -2.00858 -4.64061 -0.84294
C -1.70890 -5.70839 -1.67860
C -0.80165 -5.54492 -2.71886
C -0.19793 -4.31127 -2.93290
H -2.35834 2.28556 -4.37379
H -3.14375 0.97769 -6.30963
H -2.54928 -1.43982 -6.51051
H -1.13311 -2.47256 -4.76205
H 1.36275 -0.32677 -4.92031
H 3.46107 -0.66902 -6.16025
H 5.10226 -2.36249 -5.39513
H 4.61888 -3.69826 -3.35942
H 2.53490 -3.33343 -2.10143
H -1.62050 -2.60320 -0.36140
H -2.68947 -4.75125 -0.00601
H -2.17043 -6.67418 -1.50798
H -0.55379 -6.38169 -3.36323
H 0.51886 -4.19839 -3.73958
C -5.61826 1.94863 0.65684
C -4.79525 0.75712 1.16192
C -5.33651 -0.68276 -0.89874
C -4.80902 0.78468 2.69052
C -2.12532 1.09576 1.29645
N -1.34099 1.81248 1.96975
H -6.66174 1.85142 0.97507
H -5.59783 2.02699 -0.43137
H -5.22626 2.88538 1.05775
H -5.84557 0.13703 -1.41563
H -5.80268 -1.61957 -1.21115
H -4.29850 -0.71604 -1.23851
H -5.82667 0.61001 3.05520
H -4.48032 1.76428 3.05532
H -4.15552 0.02143 3.11211
N 1.23512 -3.78387 3.24360
N 1.79612 -3.86036 1.99061
N 3.06258 -3.57895 1.74870
C 3.13681 -3.84860 0.44445
N 1.98407 -4.27404 -0.05961
N 1.12680 -4.28025 0.95845
H 1.88628 -3.21712 3.77360
H 0.22642 -3.27822 3.19534
H 4.04163 -3.72568 -0.12940
Br -3.63684 -3.91049 2.53526
C -3.65005 -2.10626 1.75698
C -4.89133 -1.82798 1.28099
C -5.40798 -0.56241 0.63352
C -3.39032 0.86609 0.59659
C -2.32411 -0.25264 0.75726
C -2.43267 -1.37534 1.74932
C -1.18969 -1.68498 2.43169
O -1.07382 -2.67054 3.23423
O -0.16179 -0.92864 2.19518
H -5.62395 -2.62227 1.34384
H -6.47600 -0.50984 0.89644
H -3.34480 1.27835 -0.41189
H -1.82902 -0.45540 -0.19863
*
```


Entry 2:
Here is a molecular structure, C4H10NO3 in a non-equilibrium geometry from the OMol25 dataset. Energies are from ωB97M-V/def2-TZVPD.

Calculated values
highest occupied orbital energy: -14.567 eV
HOMO-LUMO gap: 6.7 eV
energy above the lowest of the compared OMol25 structures with the same formula, charge and spin: 8.084 eV

```
! wB97M-V def2-TZVPD RIJCOSX def2/J DEFGRID3
* xyz 1 1
C 0.22312 0.25014 -0.70982
O -0.56134 0.32068 0.58563
C 1.78435 0.38703 -0.20107
C 2.60788 1.09002 -1.10425
C -3.68906 -0.27350 0.97547
O -3.71366 -0.41884 2.36713
O -2.95057 -0.92460 0.18511
N 2.28276 -1.17207 -0.22187
H 0.22710 -0.77933 -1.10524
H -0.05733 1.04173 -1.54722
H -1.40598 -0.21602 0.51642
H 1.74344 0.79091 0.83999
H 3.28541 0.58165 -1.78896
H 2.87165 2.13306 -0.92005
H -4.41121 0.53101 0.66815
H 2.98762 -0.91373 -0.94211
H -4.17249 -1.20917 1.77426
H 2.94829 -1.21897 0.62841
*
```


Entry 3:
Here is C5H7NO in the gas phase from the OMol25 dataset. Energies are from ωB97M-V/def2-TZVPD.

Calculated values
highest occupied orbital energy: -8.320 eV
structure (SMILES): Cc1cocc1N
HOMO-LUMO gap: 9.2 eV
energy above the lowest of the compared OMol25 structures with the same formula, charge and spin: 0.854 eV

```
! wB97M-V def2-TZVPD RIJCOSX def2/J DEFGRID3
* xyz 0 1
C 1.43282 -0.89999 0.59063
C 0.36304 0.13409 0.42151
C 0.21871 1.32259 1.06069
O -0.88001 1.98431 0.62123
C -1.46870 1.19419 -0.31327
C -0.75397 0.05391 -0.49083
N -1.06613 -0.98996 -1.39521
H 2.33117 -0.47512 1.04763
H 1.71831 -1.31690 -0.38255
H 1.10433 -1.73566 1.22080
H 0.79113 1.81818 1.83397
H -2.38649 1.55468 -0.75114
H -0.63462 -1.86335 -1.12473
H -0.76962 -0.78096 -2.33872
*
```


Entry 4:
Here is a molecular structure, C20H42Br2N5O7V in a non-equilibrium geometry from the OMol25 dataset. Energies are from ωB97M-V/def2-TZVPD.

Calculated values
highest occupied orbital energy (alpha / beta): -11.155 / -11.155 eV
expectation value of S²: 0.80
HOMO-LUMO gap (alpha / beta): 4.8 / 5.4 eV

```
! wB97M-V def2-TZVPD RIJCOSX def2/J DEFGRID3
* xyz 1 2
O -15.18916 0.26316 -1.06814
V -14.73114 -1.21470 -0.86681
C -15.22570 -3.89046 -4.05292
C -15.18235 -2.95168 -2.89454
O -15.51280 -1.77579 -3.07270
O -14.64804 -3.21517 -1.79317
H -14.98438 -4.91105 -3.75582
H -14.53275 -3.49168 -4.79380
H -16.21357 -3.94363 -4.51050
C -12.43551 -0.21248 -7.76253
O -12.22744 -0.73577 -8.82430
N -13.27763 -0.58547 -6.79481
C -13.41858 0.20208 -5.60505
C -13.97175 -1.91567 -6.78224
H -11.94850 0.72477 -7.45174
H -14.49592 0.29336 -5.46680
H -12.99891 1.20241 -5.71136
H -12.96550 -0.33436 -4.77135
H -14.12783 -2.32376 -7.78084
H -13.35750 -2.63649 -6.24259
H -14.98150 -1.82489 -6.38192
C -12.85793 -7.02907 -3.80577
O -12.11130 -6.81292 -2.88343
N -12.81343 -6.41581 -5.02137
C -13.87550 -6.61731 -5.95088
C -11.81072 -5.44136 -5.42904
H -13.71332 -7.71898 -3.73850
H -14.73469 -7.21972 -5.65592
H -13.53284 -7.08500 -6.87389
H -14.30599 -5.70024 -6.35307
H -11.21003 -5.89209 -6.21905
H -12.30945 -4.55547 -5.82217
H -11.04584 -5.19506 -4.69257
C -17.88184 -1.74398 0.58816
O -16.92393 -1.43269 -0.17511
N -18.63612 -2.82175 0.27903
C -19.57956 -3.38608 1.21814
C -18.53966 -3.40212 -1.04744
H -18.09451 -1.22413 1.53512
H -20.62637 -3.08484 1.17895
H -19.24843 -3.02715 2.19262
H -19.54425 -4.46449 1.37271
H -18.84434 -4.44864 -1.03958
H -19.20100 -2.89719 -1.75155
H -17.51994 -3.27116 -1.40956
C -18.09731 -2.86633 -7.19126
O -17.82433 -3.89834 -6.55137
N -19.21347 -2.73181 -7.94731
C -19.77069 -1.45736 -8.22411
C -20.09456 -3.89649 -8.18308
H -17.44913 -1.98191 -7.29063
H -19.89996 -1.34088 -9.30013
H -19.27207 -0.58497 -7.80172
H -20.79304 -1.41878 -7.84805
H -20.11314 -4.12506 -9.24869
H -19.64252 -4.82803 -7.84252
H -21.14466 -3.86764 -7.89228
C -15.61412 -9.11827 -0.95111
C -16.68165 -8.04467 -0.65917
C -16.11047 -6.56211 -0.69500
C -14.78682 -6.45097 -0.08183
N -13.72433 -6.37054 0.45155
H -14.81230 -9.11205 -0.21277
H -15.17593 -8.90553 -1.92622
H -16.00448 -10.12734 -1.08338
H -16.97645 -8.29623 0.35961
H -17.55861 -8.25176 -1.27249
H -16.74223 -5.82583 -0.19814
H -16.01623 -6.27103 -1.74118
Br -16.93669 1.44598 -4.11969
C -18.18436 -0.01615 -4.59483
C -19.32308 -0.28893 -3.60040
Br -20.66954 -1.55386 -4.44336
H -17.71859 -0.99153 -4.73548
H -18.54376 0.27818 -5.58088
H -19.79862 0.68514 -3.48574
H -19.00034 -0.63037 -2.61686
*
```


Entry 5:
Here is 7 unconnected molecules or ions with the total composition C22H32Cl6O10 in a non-equilibrium geometry from the OMol25 dataset. Energies are from ωB97M-V/def2-TZVPD.

Calculated values
highest occupied orbital energy: -9.744 eV
structure (SMILES): ClC(Cl)Cl.ClC(Cl)Cl.O=C1CCCO1.O=C1CCCO1.O=C1CCCO1.O=C1CCCO1.O=C1CCCO1
HOMO-LUMO gap: 10.1 eV
energy above the lowest of the compared OMol25 structures with the same formula, charge and spin: 0.000 eV

```
! wB97M-V def2-TZVPD RIJCOSX def2/J DEFGRID3
* xyz 0 1
Cl -22.91868 -11.54642 2.14200
C -22.22109 -12.67100 0.97156
Cl -22.80398 -14.29131 1.15153
Cl -20.46497 -12.57827 0.97752
H -22.57903 -12.30146 0.04634
Cl -23.38572 -9.56777 6.04349
C -21.64439 -9.82593 6.33374
Cl -21.06664 -11.39413 5.82017
Cl -21.25031 -9.64352 8.03211
H -21.09241 -9.04580 5.80357
O -15.60869 -15.81048 -0.15155
C -16.48985 -15.19590 -0.68428
C -16.42470 -13.81484 -1.27391
C -17.90375 -13.49523 -1.67363
C -18.64506 -14.85332 -1.41093
O -17.72553 -15.81252 -0.83381
H -16.04440 -13.20855 -0.42383
H -15.61487 -13.74720 -2.00886
H -18.36325 -12.71254 -1.10150
H -17.93931 -13.13006 -2.68766
H -19.48472 -14.65510 -0.77037
H -19.02430 -15.28345 -2.33841
O -16.84117 -7.24269 6.19809
C -16.90145 -8.17771 6.93268
C -16.52887 -8.31983 8.40299
C -17.17013 -9.65815 8.76482
C -17.22292 -10.42219 7.47092
O -17.41713 -9.41054 6.48626
H -15.47741 -8.39454 8.53964
H -16.91361 -7.51037 8.90525
H -16.64176 -10.26742 9.54176
H -18.15654 -9.43816 9.18361
H -16.23743 -10.87730 7.20655
H -18.07974 -11.14199 7.39027
O -19.00557 -18.77099 3.31028
C -18.22143 -17.90250 2.96973
C -16.76133 -18.12352 2.49705
C -16.14239 -16.88927 3.02516
C -17.30054 -15.83349 2.82619
O -18.49672 -16.58228 3.03408
H -16.33942 -19.01444 2.89187
H -16.65429 -18.28977 1.45349
H -15.95433 -16.94014 4.10127
H -15.23091 -16.53010 2.56958
H -17.36741 -14.95275 3.49818
H -17.31289 -15.53193 1.82179
O -15.06874 -12.90726 6.63259
C -14.45671 -13.21822 5.63960
C -15.03037 -13.70621 4.32460
C -13.80588 -13.69893 3.40282
C -12.67588 -14.00669 4.42626
O -13.08932 -13.40969 5.65397
H -15.38943 -14.74606 4.62038
H -15.82494 -13.06417 3.89828
H -13.72327 -14.38489 2.54188
H -13.69120 -12.71227 3.00061
H -12.65378 -15.05189 4.58907
H -11.65246 -13.67599 4.04066
O -17.69173 -12.87534 1.43684
C -17.81914 -11.77159 1.93031
C -18.11945 -11.37957 3.41435
C -18.79603 -10.05755 3.32261
C -18.22667 -9.50534 1.96754
O -17.88036 -10.68496 1.14448
H -18.55926 -12.17168 3.93452
H -17.12788 -11.34658 3.85407
H -19.84134 -10.24964 3.13893
H -18.65551 -9.32611 4.15832
H -18.86528 -8.76369 1.48604
H -17.30506 -8.91341 2.23646
*
```


Entry 6:
Here is a gas-phase ion, C5H10NS (charge +1) in a non-equilibrium geometry from the OMol25 dataset. Energies are from ωB97M-V/def2-TZVPD.

Calculated values
highest occupied orbital energy (alpha / beta): -12.859 / -12.858 eV
HOMO-LUMO gap (alpha / beta): 6.1 / 6.1 eV
energy above the lowest of the compared OMol25 structures with the same formula, charge and spin: 5.636 eV

```
! wB97M-V def2-TZVPD RIJCOSX def2/J DEFGRID3
* xyz 1 1
C -1.28449 0.58691 0.64652
C -0.73521 -0.69624 0.08523
C -0.69926 1.68837 0.06272
C 0.67594 -1.02085 0.62566
C 2.19289 -0.14340 -1.04400
N 1.50270 0.07308 0.12945
S 3.19974 0.36718 0.41128
H -2.33456 0.50157 0.63455
H -0.92869 0.62588 1.70409
H -1.29531 -1.59627 0.12895
H -0.42320 -0.46260 -1.01150
H -0.53816 1.68096 -0.99145
H -0.87216 2.54244 0.57310
H 0.77169 -1.12004 1.76030
H 0.85225 -2.04234 0.31304
H 2.40366 -1.18852 -1.33888
H 2.29154 0.58805 -1.83243
*
```


| no. | electronic energy (eV) |
| --- | --- |
| 1 | -232498.530 |
| 2 | -11928.527 |
| 3 | -8835.349 |
| 4 | -208968.015 |
| 5 | -118942.464 |
| 6 | -17660.687 |